(1)
DFT (ωB97M-V with the def2-TZVPD basis set) results for C21H16Cl52O4S2 as an isolated structure in a non-equilibrium geometry.

The HOMO-LUMO gap is 0.3738 hartree. As for the lowest unoccupied orbital energy: -0.13 eV.

Structure (ORCA input):
```
! wB97M-V def2-TZVPD RIJCOSX def2/J DEFGRID3
* xyz 0 1
C 1.100 -3.103 -7.240
C -0.008 -3.194 -6.169
C 0.620 -4.033 -5.128
S 1.786 -5.145 -5.847
O 1.356 -6.523 -5.776
O 3.070 -4.741 -5.338
C 1.464 -4.531 -7.521
H 1.963 -2.569 -6.843
H 0.763 -2.533 -8.104
H -0.917 -3.648 -6.641
H -0.358 -2.215 -5.756
H -0.066 -4.662 -4.500
H 1.236 -3.433 -4.449
H 0.679 -5.134 -7.977
H 2.360 -4.803 -8.026
C -1.596 5.605 0.969
C -1.081 6.924 1.687
C -1.983 8.140 1.237
S -3.146 7.457 0.066
O -2.589 7.441 -1.247
O -4.403 8.114 0.236
C -3.091 5.856 0.858
H -1.381 4.749 1.653
H -1.267 5.455 -0.094
H -0.052 7.059 1.410
H -1.217 6.794 2.743
H -1.520 8.980 0.730
H -2.611 8.428 2.093
H -3.642 5.203 0.178
H -3.562 5.963 1.840
C 3.208 4.797 -0.081
Cl 4.339 4.530 -1.495
Cl 3.268 6.429 0.623
Cl 1.602 4.502 -0.630
Cl 3.654 3.646 1.218
C 1.416 4.888 5.307
Cl 0.823 5.993 6.494
Cl 2.749 5.589 4.376
Cl 2.089 3.405 6.029
Cl 0.127 4.477 4.126
C -1.287 3.452 -3.520
Cl -1.913 5.049 -3.131
Cl -2.315 2.540 -4.677
Cl 0.373 3.650 -4.152
Cl -1.174 2.440 -2.069
C 2.683 -0.009 -3.919
Cl 1.089 -0.322 -3.188
Cl 3.426 1.206 -2.868
Cl 3.630 -1.472 -3.899
Cl 2.405 0.638 -5.528
C -3.615 1.953 3.593
Cl -3.566 0.204 3.818
Cl -3.477 2.880 5.109
Cl -2.242 2.364 2.630
Cl -5.145 2.426 2.935
C 0.419 -0.562 0.621
Cl -0.341 -0.659 2.187
Cl 1.118 0.941 0.107
Cl 1.690 -1.839 0.551
Cl -0.866 -1.069 -0.496
C 5.198 -4.199 0.399
Cl 5.936 -5.641 -0.274
Cl 5.144 -2.985 -0.850
Cl 3.608 -4.735 0.949
Cl 6.104 -3.592 1.803
C -0.435 -1.251 6.507
Cl -1.189 -2.483 5.453
Cl -0.098 0.282 5.676
Cl -1.559 -0.918 7.829
Cl 1.001 -1.937 7.262
C 0.923 -6.025 4.706
Cl 2.492 -5.757 5.489
Cl 0.886 -7.666 4.078
Cl -0.282 -5.795 5.962
Cl 0.790 -4.862 3.394
C 0.001 -5.995 -1.493
Cl 1.596 -5.637 -2.170
Cl -0.605 -4.377 -1.083
Cl -1.037 -6.732 -2.793
Cl 0.069 -7.028 -0.101
C -5.366 0.437 -1.469
Cl -4.843 2.055 -0.857
Cl -3.975 -0.312 -2.264
Cl -5.788 -0.677 -0.087
Cl -6.725 0.642 -2.490
C 4.076 -0.672 4.559
Cl 5.631 -0.484 3.781
Cl 3.431 -2.286 4.161
Cl 4.373 -0.415 6.302
Cl 3.128 0.652 3.883
C -3.719 -5.140 0.987
Cl -2.367 -5.501 1.915
Cl -3.667 -3.444 0.385
Cl -3.606 -6.111 -0.496
Cl -5.205 -5.377 1.829
*
```

***

(2)
DFT (ωB97M-V with the def2-TZVPD basis set) results for C18H21FeN3OS as an isolated structure in a non-equilibrium geometry.

The HOMO-LUMO gap (alpha / beta) is 0.2911 / 0.2875 hartree. As for the lowest unoccupied orbital energy (alpha / beta): 0.58 / 0.37 eV.

Structure (ORCA input):
```
! wB97M-V def2-TZVPD RIJCOSX def2/J DEFGRID3
* xyz 0 5
Fe 0.129 -0.250 -1.271
C 4.329 0.490 -0.970
C 3.409 -0.051 0.121
C 4.158 -0.082 1.458
C 2.116 0.730 0.261
C 1.167 0.326 1.212
C -0.002 1.043 1.414
C -0.276 2.195 0.675
C -1.518 2.992 0.924
C 0.647 2.582 -0.291
C 1.823 1.868 -0.495
H 5.201 -0.152 -1.061
H 4.670 1.493 -0.722
H 3.828 0.510 -1.935
H 3.136 -1.081 -0.142
H 4.368 0.931 1.796
H 5.099 -0.614 1.339
H 3.582 -0.588 2.227
H 1.357 -0.546 1.821
H -0.698 0.726 2.178
H -2.355 2.562 0.375
H -1.388 4.020 0.597
H -1.769 2.987 1.983
H 0.459 3.470 -0.879
H 2.523 2.233 -1.230
N -2.434 2.078 -3.924
C -1.889 1.168 -3.079
S -0.256 0.677 -3.445
N -2.611 0.740 -2.094
N -2.035 -0.130 -1.224
C -2.837 -0.919 -0.588
C -2.437 -1.959 0.308
C -3.420 -2.551 1.112
C -3.127 -3.562 1.996
C -1.815 -4.028 2.081
C -0.834 -3.509 1.276
C -1.096 -2.469 0.351
O -0.158 -2.048 -0.423
H -1.979 2.198 -4.813
H -3.432 2.204 -3.891
H -3.907 -0.817 -0.778
H -4.433 -2.180 1.031
H -3.901 -3.992 2.615
H -1.574 -4.816 2.780
H 0.178 -3.882 1.323
*
```

***

(3)
DFT (ωB97M-V with the def2-TZVPD basis set) results for the molecule C2H3OP in a non-equilibrium geometry.

The HOMO-LUMO gap is 0.3109 hartree. As for the lowest unoccupied orbital energy: -1.03 eV.

Structure (ORCA input):
```
! wB97M-V def2-TZVPD RIJCOSX def2/J DEFGRID3
* xyz 0 1
C 0.103 0.142 -0.347
C 0.537 -0.077 0.893
O 2.065 -1.197 2.730
P 2.321 -0.175 1.665
H -0.819 -0.002 -0.803
H 0.063 -0.499 1.788
H 0.969 0.378 -1.040
*
```

***

(4)
DFT (ωB97M-V with the def2-TZVPD basis set) results for C31H77BrN2O4Si2 as an isolated structure in a non-equilibrium geometry.

The HOMO-LUMO gap is 0.3596 hartree. As for the lowest unoccupied orbital energy: 0.39 eV.

Structure (ORCA input):
```
! wB97M-V def2-TZVPD RIJCOSX def2/J DEFGRID3
* xyz 0 1
C -2.904 0.384 4.091
C -3.413 0.310 2.668
O -2.434 -0.250 1.785
Si -1.344 0.704 1.053
N -1.528 0.668 -0.650
O 0.134 0.122 1.480
Si 1.561 0.676 0.939
Br 3.032 -0.934 1.324
O 2.010 2.037 1.666
C 2.548 3.140 0.916
C 1.608 3.684 -0.149
N 1.977 5.072 -0.445
C 0.932 6.053 -0.157
C 0.714 6.264 1.337
C -0.182 7.470 1.577
O 1.936 6.373 2.044
H -2.405 -0.552 4.331
H -3.743 0.531 4.767
H -2.182 1.188 4.210
H -3.712 1.301 2.323
H -4.286 -0.334 2.613
H -1.511 2.090 1.542
H -0.737 0.375 -1.203
H -1.955 1.484 -1.060
H 1.511 0.815 -0.518
H 3.504 2.856 0.477
H 2.733 3.942 1.623
H 1.665 3.099 -1.066
H 0.589 3.632 0.240
H 2.211 5.141 -1.424
H 1.237 6.995 -0.611
H -0.029 5.754 -0.591
H 0.226 5.375 1.738
H -1.223 7.248 1.353
H -0.098 7.768 2.616
H 0.132 8.302 0.947
H 2.529 6.925 1.541
C -7.454 -1.922 9.180
C -6.028 -1.786 8.653
C -5.928 -0.970 7.366
C -6.693 -1.553 6.177
C -6.294 -2.978 5.794
C -4.830 -3.104 5.383
H -8.097 -2.449 8.474
H -7.473 -2.479 10.117
H -7.894 -0.941 9.367
H -5.599 -2.780 8.499
H -5.410 -1.306 9.416
H -4.874 -0.852 7.102
H -6.304 0.040 7.558
H -6.537 -0.899 5.312
H -7.766 -1.527 6.382
H -6.928 -3.302 4.966
H -6.503 -3.662 6.621
H -4.610 -2.444 4.541
H -4.594 -4.124 5.078
H -4.157 -2.842 6.200
C 3.781 1.449 -2.635
C 4.884 0.570 -3.216
C 5.959 0.207 -2.192
C 6.711 1.401 -1.602
C 7.401 2.296 -2.630
C 8.468 1.575 -3.448
H 4.167 2.411 -2.293
H 3.009 1.649 -3.381
H 3.309 0.950 -1.787
H 5.333 1.068 -4.079
H 4.441 -0.354 -3.595
H 6.669 -0.484 -2.654
H 5.492 -0.347 -1.372
H 7.460 1.025 -0.899
H 6.023 2.009 -1.007
H 7.862 3.135 -2.103
H 6.659 2.735 -3.303
H 9.235 1.152 -2.798
H 8.958 2.258 -4.142
H 8.043 0.761 -4.038
C 0.432 -1.352 -3.922
C 0.685 0.049 -4.474
C -0.594 0.842 -4.741
C -1.526 0.217 -5.780
C -0.889 -0.024 -7.147
C -0.402 1.252 -7.827
H -0.146 -1.963 -4.616
H 1.371 -1.873 -3.731
H -0.120 -1.306 -2.979
H 1.277 -0.020 -5.390
H 1.301 0.605 -3.761
H -0.325 1.855 -5.053
H -1.149 0.949 -3.805
H -2.395 0.871 -5.903
H -1.917 -0.729 -5.397
H -1.626 -0.512 -7.790
H -0.058 -0.728 -7.053
H -1.223 1.961 -7.957
H 0.011 1.038 -8.813
H 0.378 1.747 -7.247
C -0.935 -3.320 0.055
C 0.413 -3.564 -0.618
C 0.331 -4.406 -1.889
C -0.194 -5.829 -1.699
C 0.596 -6.670 -0.699
C 2.056 -6.878 -1.094
H -1.395 -4.252 0.387
H -0.824 -2.678 0.930
H -1.629 -2.827 -0.630
H 1.101 -4.026 0.095
H 0.857 -2.599 -0.878
H 1.325 -4.445 -2.344
H -0.310 -3.890 -2.612
H -0.189 -6.333 -2.671
H -1.241 -5.794 -1.384
H 0.110 -7.645 -0.606
H 0.549 -6.213 0.293
H 2.128 -7.358 -2.072
H 2.571 -7.511 -0.372
H 2.598 -5.932 -1.144
*
```

***

(5)
DFT (ωB97M-V with the def2-TZVPD basis set) results for a 3-piece molecular cluster, C2H5N6O4 overall in a non-equilibrium geometry.

The HOMO-LUMO gap is 0.2809 hartree. As for the lowest unoccupied orbital energy: -5.48 eV.

Structure (ORCA input):
```
! wB97M-V def2-TZVPD RIJCOSX def2/J DEFGRID3
* xyz 1 1
C -0.526 1.634 -0.510
C -2.480 0.885 0.997
N -3.905 -0.066 -0.298
N -0.195 0.661 -1.161
N -3.616 0.915 0.307
N 1.511 -1.032 0.287
N -1.866 -0.269 0.838
N 1.664 -0.337 -0.709
O -0.606 2.595 0.080
O -4.716 -0.644 -0.933
O -2.365 -1.118 0.036
O -0.757 -0.516 1.325
H -2.251 1.705 1.800
H -0.849 0.076 -1.839
H 1.114 -1.859 0.042
H 1.438 -0.558 1.127
H 2.172 0.589 -0.608
*
```

***

(6)
DFT (ωB97M-V with the def2-TZVPD basis set) results for the molecule C5H8N2S in a non-equilibrium geometry.

The HOMO-LUMO gap is 0.2654 hartree. As for the lowest unoccupied orbital energy: -1.19 eV.

Structure (ORCA input):
```
! wB97M-V def2-TZVPD RIJCOSX def2/J DEFGRID3
* xyz 0 1
C -1.478 2.076 -0.540
C 0.315 0.595 0.195
C 0.858 -0.731 0.236
C 0.066 -1.776 -0.399
C 0.678 -2.976 -0.852
H -0.925 2.926 -0.784
H -1.682 2.313 0.557
H -2.507 2.114 -0.997
H 1.270 0.970 1.966
H 0.363 2.261 1.332
H -0.940 -1.400 -0.781
H 1.860 -3.322 -0.529
H 0.059 -3.780 -1.380
N -0.694 0.777 -0.559
N 0.865 1.361 1.144
S 1.893 -1.409 1.391
*
```

***

(7)
DFT (ωB97M-V with the def2-TZVPD basis set) results for a 2-piece molecular cluster, C4H11NP overall in a non-equilibrium geometry.

The HOMO-LUMO gap is 0.3465 hartree. As for the lowest unoccupied orbital energy: -4.61 eV.

Structure (ORCA input):
```
! wB97M-V def2-TZVPD RIJCOSX def2/J DEFGRID3
* xyz 1 1
C 0.719 1.846 -0.295
C 0.208 0.570 -0.462
C -2.098 -1.169 0.183
C 2.514 -0.775 0.214
N -1.829 0.285 0.227
P 1.207 0.423 1.014
H 1.238 2.260 -1.242
H 0.348 2.647 0.277
H 0.019 -0.174 -1.256
H -2.417 -1.389 -0.785
H -1.089 -1.521 0.251
H -2.790 -1.636 0.950
H 1.979 -1.694 -0.102
H 3.411 -0.971 0.868
H 2.881 -0.190 -0.643
H -1.834 0.627 1.174
H -2.466 0.862 -0.372
*
```

***

(8)
DFT (ωB97M-V with the def2-TZVPD basis set) results for C18H16IrN7O7S2 as an isolated structure in a non-equilibrium geometry.

The HOMO-LUMO gap (alpha / beta) is 0.2615 / 0.2090 hartree. As for the lowest unoccupied orbital energy (alpha / beta): -4.42 / -6.19 eV.

Structure (ORCA input):
```
! wB97M-V def2-TZVPD RIJCOSX def2/J DEFGRID3
* xyz 1 2
Ir -1.518 -0.778 1.568
N -5.558 -1.707 0.696
C -4.393 -1.111 0.975
S -3.438 -1.642 2.324
N -4.020 -0.086 0.275
N -2.809 0.407 0.659
C -2.641 1.665 0.322
C -1.622 2.510 0.763
C -1.595 3.851 0.300
C -0.654 4.719 0.762
C 0.279 4.284 1.725
C 0.275 3.000 2.200
C -0.675 2.080 1.715
O -0.611 0.850 2.156
H -5.885 -2.496 1.225
H -6.132 -1.338 -0.043
H -3.440 2.054 -0.298
H -2.336 4.161 -0.426
H -0.621 5.739 0.405
H 1.014 4.986 2.099
H 0.981 2.659 2.945
O -0.050 -4.298 0.294
C -0.539 -3.221 0.103
O -1.300 -2.660 1.055
C -0.321 -2.510 -1.208
C -1.039 -1.406 -1.636
C -0.707 -0.808 -2.840
C 0.299 -1.277 -3.657
C 0.979 -2.395 -3.211
C 0.694 -3.021 -2.017
N 2.080 -2.925 -4.051
O 2.247 -2.402 -5.131
O 2.738 -3.830 -3.590
N -1.446 0.402 -3.252
O -2.272 0.842 -2.469
O -1.179 0.887 -4.324
H -1.866 -1.003 -1.076
H 0.543 -0.804 -4.596
H 1.255 -3.887 -1.699
S 1.215 -1.527 1.850
C 2.620 -0.583 1.801
N 3.516 -0.526 2.785
C 4.720 0.217 2.417
C 4.360 0.756 1.012
N 3.046 0.160 0.779
H 3.424 -1.103 3.604
H 5.589 -0.438 2.389
H 4.911 1.019 3.127
H 5.073 0.426 0.259
H 4.307 1.844 0.990
H 2.502 0.263 -0.059
*
```

***

(9)
DFT (ωB97M-V with the def2-TZVPD basis set) results for a 3-piece molecular cluster, C4H13NO2 overall in a non-equilibrium geometry.

The HOMO-LUMO gap is 0.3388 hartree. As for the lowest unoccupied orbital energy: 0.34 eV.

Structure (ORCA input):
```
! wB97M-V def2-TZVPD RIJCOSX def2/J DEFGRID3
* xyz 0 1
N -1.405 -1.236 -0.254
C -0.435 -0.499 -1.008
C -2.035 3.005 -1.583
C -1.728 1.580 -1.318
C -0.602 0.896 -1.525
H -1.768 -0.694 0.533
H -2.201 -1.482 -0.812
H 0.060 -1.263 -1.750
H 0.385 -0.281 -0.239
H -2.199 3.419 -2.608
H -2.939 3.321 -1.091
H -1.360 3.732 -1.108
H -2.630 1.099 -0.889
H 0.382 1.242 -1.884
H 3.644 -1.612 4.436
H 4.143 -2.875 3.978
O 3.685 -2.525 4.754
H 2.589 -1.710 1.469
H 2.123 -2.526 0.345
O 2.291 -1.592 0.553
*
```

***

(10)
DFT (ωB97M-V with the def2-TZVPD basis set) results for the molecule C4H6O.

The HOMO-LUMO gap is 0.3145 hartree. As for the lowest unoccupied orbital energy: -0.52 eV.

Structure (ORCA input):
```
! wB97M-V def2-TZVPD RIJCOSX def2/J DEFGRID3
* xyz 0 1
C -0.204 1.769 -0.355
C -0.905 -0.898 0.239
C 0.536 -0.431 0.266
O 1.226 -0.223 -0.924
C 0.947 0.965 -0.137
H -1.582 -0.098 0.546
H -0.737 1.334 -1.221
H -1.065 -1.736 0.920
H -1.178 -1.203 -0.771
H 1.151 -0.855 1.057
H 1.811 1.375 0.380
*
```

***

(11)
DFT (ωB97M-V with the def2-TZVPD basis set) results for the molecule C3H13N5 in a non-equilibrium geometry.

The HOMO-LUMO gap is 0.3354 hartree. As for the lowest unoccupied orbital energy: 0.99 eV.

Structure (ORCA input):
```
! wB97M-V def2-TZVPD RIJCOSX def2/J DEFGRID3
* xyz 0 1
C -0.323 -0.364 -0.537
C -1.057 0.584 0.313
C 2.254 -0.532 -0.093
N 1.188 0.446 -0.025
N 1.516 1.532 -0.866
N -0.469 -1.689 -0.167
N -2.641 0.277 -0.111
N -0.922 0.301 1.723
H -0.432 -0.208 -1.615
H -0.987 1.632 0.001
H 0.973 2.343 -0.595
H 1.339 1.326 -1.854
H 0.078 -2.358 -0.687
H -0.417 -1.833 0.834
H -0.016 0.633 2.036
H -3.263 -0.130 0.585
H -2.776 -0.391 -0.869
H -1.671 0.769 2.221
H 2.120 -1.259 0.707
H 3.207 -0.023 0.062
H 2.298 -1.055 -1.064
*
```

***

(12)
DFT (ωB97M-V with the def2-TZVPD basis set) results for C25H30N5RuS5 as an isolated structure.

The HOMO-LUMO gap (alpha / beta) is 0.1367 / 0.1563 hartree. As for the lowest unoccupied orbital energy (alpha / beta): 4.06 / 4.05 eV.

Structure (ORCA input):
```
! wB97M-V def2-TZVPD RIJCOSX def2/J DEFGRID3
* xyz -2 2
Ru 0.647 0.524 -1.331
C -1.459 -4.043 0.395
S -1.661 -3.730 -1.371
C -0.777 -2.186 -1.513
S -1.095 -0.881 -0.396
N 0.039 -2.171 -2.522
N 0.708 -1.001 -2.654
C 1.597 -0.877 -3.638
C 2.365 0.295 -3.681
C 3.355 0.555 -4.667
C 4.094 1.703 -4.612
C 3.863 2.629 -3.573
C 2.879 2.332 -2.647
N 2.150 1.224 -2.680
H -2.033 -4.941 0.631
H -1.820 -3.198 0.970
H -0.410 -4.206 0.644
H 1.716 -1.678 -4.361
H 3.508 -0.176 -5.453
H 4.849 1.900 -5.366
H 4.419 3.554 -3.494
H 2.637 3.002 -1.827
S 0.594 2.608 -0.047
C -0.420 3.711 -0.970
C -0.565 5.023 -0.501
C -1.327 5.971 -1.169
C -1.975 5.610 -2.347
C -1.851 4.312 -2.819
C -1.089 3.338 -2.156
S -1.028 1.710 -2.794
H -0.058 5.287 0.421
H -1.415 6.977 -0.772
H -2.575 6.332 -2.893
H -2.355 4.017 -3.733
C 1.853 -1.848 1.533
C 2.432 -0.498 1.069
C 3.965 -0.571 1.095
C 1.959 0.598 2.013
C 1.965 -0.355 -0.367
H 2.212 -2.079 2.543
H 2.155 -2.658 0.862
H 0.763 -1.802 1.542
H 4.324 -0.716 2.120
H 4.399 0.354 0.708
H 4.328 -1.399 0.480
H 2.366 0.426 3.017
H 0.871 0.625 2.079
H 2.288 1.579 1.669
H 2.604 -1.030 -0.975
C -4.945 -2.585 1.436
C -3.868 -2.083 2.343
C -3.507 -2.659 3.524
C -2.422 -2.061 4.229
N -1.878 -0.928 3.894
C -2.334 -0.264 2.772
S -1.901 1.234 2.288
N -3.204 -0.988 1.952
C -1.841 -2.768 5.420
H -5.455 -3.435 1.885
H -4.520 -2.889 0.478
H -5.671 -1.794 1.242
H -3.999 -3.549 3.887
H -3.406 -0.535 1.066
H -2.600 -3.336 5.960
H -1.368 -2.046 6.082
H -1.074 -3.468 5.080
*
```

***

(13)
DFT (ωB97M-V with the def2-TZVPD basis set) results for a 2-piece molecular cluster, C3H11N2O overall in a non-equilibrium geometry.

The HOMO-LUMO gap is 0.4150 hartree. As for the lowest unoccupied orbital energy: -2.98 eV.

Structure (ORCA input):
```
! wB97M-V def2-TZVPD RIJCOSX def2/J DEFGRID3
* xyz 1 1
C -2.247 0.898 -0.183
C -1.068 -0.004 -0.126
C -0.010 0.123 -0.923
N 1.090 -0.817 -0.702
N -1.042 -1.082 0.813
H -2.349 1.438 0.755
H -2.174 1.615 -0.999
H -3.160 0.319 -0.326
H 0.119 0.848 -1.707
H 1.401 -1.280 -1.563
H 1.938 -0.357 -0.302
H 0.739 -1.526 -0.043
H -1.843 -1.688 0.686
H -1.158 -0.719 1.752
H 3.964 0.389 0.929
H 2.762 1.309 1.220
O 3.039 0.536 0.719
*
```